Entry w
The following is a quantum chemistry calculation of C40H56BFN7OS3SbSe4Ti as an isolated structure, from the Open Molecules 2025 dataset.

Results
- Spin multiplicity: 1
- Charge: -2
- E_LUMO (spin up / spin down): 3.50 / 3.50 eV
- HOMO level (spin up / spin down): -0.724 / -0.730 eV
- Kohn-Sham gap (spin up / spin down): 0.1551 / 0.1553 hartree

Last column: Löwdin charge in e.
CARTESIAN COORDINATES (ANGSTROEM)
Ti  1.22  -0.14  1.84  0.182
C  3.39  2.16  -2.57  -0.080
C  2.31  1.12  -2.62  -0.321
C  2.19  0.26  -3.73  -0.038
C  1.35  -0.84  -3.61  -0.276
N  0.49  -0.99  -2.63  0.158
N  0.41  0.03  -1.70  0.022
B  -0.67  0.02  -0.82  -0.660
N  -1.27  1.28  -0.31  -0.008
N  -1.28  2.28  -1.17  0.186
C  -1.87  3.40  -0.85  -0.210
C  -2.53  3.57  0.38  0.042
C  -2.42  2.58  1.31  -0.244
C  -2.95  2.75  2.69  -0.060
C  -1.70  1.41  0.96  -0.550
S  -1.27  0.19  2.09  0.705
C  -1.78  4.47  -1.95  -0.545
C  -0.31  4.65  -2.32  -0.045
C  -2.37  5.80  -1.49  -0.074
C  -2.56  3.96  -3.17  -0.050
N  -1.45  -1.26  -0.71  0.016
N  -2.61  -1.27  -1.38  0.197
C  -3.31  -2.36  -1.41  -0.223
C  -2.89  -3.52  -0.70  0.044
C  -1.72  -3.53  -0.02  -0.227
C  -1.25  -4.71  0.77  -0.063
C  -0.92  -2.33  -0.07  -0.574
S  0.58  -2.31  0.68  0.773
C  -4.61  -2.35  -2.21  -0.555
C  -4.55  -3.47  -3.26  -0.049
C  -4.80  -1.01  -2.91  -0.067
C  -5.79  -2.59  -1.26  -0.048
C  1.46  0.95  -1.55  -0.593
S  1.68  1.68  0.03  0.698
C  1.33  -1.95  -4.66  -0.544
C  0.73  -1.37  -5.96  -0.059
C  0.47  -3.13  -4.20  -0.068
C  2.75  -2.46  -4.94  -0.054
H  4.14  1.97  -3.34  0.068
H  3.85  2.18  -1.59  0.047
H  2.97  3.16  -2.74  0.071
H  2.85  0.38  -4.59  0.087
H  -3.05  4.48  0.62  0.107
H  -3.50  3.69  2.79  0.074
H  -2.13  2.74  3.41  0.073
H  -3.60  1.92  2.97  0.082
H  0.27  4.99  -1.46  0.089
H  -0.22  5.40  -3.12  0.080
H  0.12  3.71  -2.66  0.076
H  -1.85  6.19  -0.62  0.086
H  -3.43  5.72  -1.26  0.078
H  -2.26  6.54  -2.30  0.079
H  -2.16  3.01  -3.50  0.082
H  -2.48  4.68  -3.99  0.078
H  -3.62  3.82  -2.93  0.083
H  -3.53  -4.40  -0.68  0.116
H  -2.06  -5.43  0.89  0.080
H  -0.88  -4.41  1.75  0.038
H  -0.41  -5.20  0.26  0.091
H  -3.70  -3.32  -3.93  0.087
H  -5.47  -3.46  -3.85  0.080
H  -4.46  -4.45  -2.79  0.075
H  -3.97  -0.81  -3.60  0.083
H  -4.83  -0.19  -2.20  0.080
H  -5.73  -1.03  -3.48  0.079
H  -5.69  -3.53  -0.72  0.076
H  -6.72  -2.62  -1.82  0.080
H  -5.86  -1.79  -0.52  0.090
H  -0.27  -0.99  -5.77  0.084
H  0.67  -2.15  -6.73  0.075
H  1.34  -0.55  -6.34  0.072
H  -0.56  -2.81  -4.02  0.067
H  0.85  -3.54  -3.27  0.083
H  0.48  -3.91  -4.97  0.076
H  3.40  -1.66  -5.30  0.071
H  2.72  -3.25  -5.70  0.078
H  3.19  -2.87  -4.03  0.067
O  1.38  1.60  2.90  -0.228
C  1.33  2.05  4.07  -0.451
C  2.44  2.95  4.55  -0.080
C  3.39  2.21  5.50  -0.171
C  2.87  2.14  6.94  -0.208
C  1.58  1.35  7.06  -0.200
C  0.39  1.98  6.35  -0.181
N  0.37  1.71  4.91  0.109
H  2.02  3.83  5.05  0.118
H  2.96  3.27  3.65  0.123
H  4.35  2.73  5.49  0.107
H  3.57  1.20  5.13  0.120
H  2.72  3.17  7.31  0.106
H  3.62  1.68  7.57  0.109
H  1.32  1.17  8.10  0.112
H  1.74  0.36  6.64  0.060
H  0.37  3.06  6.50  0.115
H  -0.54  1.56  6.75  0.078
H  -0.25  0.97  4.58  0.066
F  3.94  -4.48  -1.58  0.016
C  3.87  -3.46  -0.68  -0.293
C  3.88  -2.16  -1.14  -0.014
C  3.80  -1.13  -0.22  -0.059
C  3.67  -1.38  1.16  -0.366
C  3.41  -0.26  2.09  -0.274
C  3.69  -2.72  1.58  -0.077
C  3.79  -3.76  0.67  -0.029
H  3.95  -1.96  -2.20  0.098
H  3.81  -0.11  -0.57  0.086
H  3.79  0.69  1.71  0.037
H  3.75  -0.45  3.10  0.039
H  3.59  -2.94  2.63  0.112
H  3.77  -4.79  1.00  0.117
Se  2.95  -2.70  6.78  -0.299
Sb  0.73  -2.80  5.77  -0.349
Se  1.03  -1.33  3.67  0.257
Se  0.05  -4.93  4.83  -0.265
Se  -0.97  -1.52  6.96  -0.246

***

Entry x
The following is a quantum chemistry calculation of C40H56BFN7OS3SbSe4Ti as an isolated structure, from the Open Molecules 2025 dataset.

Results
- Spin multiplicity: 1
- Charge: -2
- E_LUMO (spin up / spin down): 3.32 / 3.32 eV
- HOMO level (spin up / spin down): -0.944 / -0.946 eV
- Kohn-Sham gap (spin up / spin down): 0.1566 / 0.1567 hartree

Last column: Löwdin charge in e.
CARTESIAN COORDINATES (ANGSTROEM)
Ti  -0.19  1.99  -0.47  0.204
C  4.18  -0.61  0.91  -0.078
C  2.79  -0.75  1.47  -0.317
C  2.59  -1.06  2.84  -0.042
C  1.31  -0.88  3.35  -0.281
N  0.24  -0.66  2.62  0.146
N  0.42  -0.68  1.24  0.020
B  -0.71  -0.81  0.45  -0.680
N  -0.67  -1.49  -0.90  -0.001
N  -0.12  -2.71  -0.84  0.205
C  -0.08  -3.44  -1.91  -0.216
C  -0.66  -2.99  -3.13  0.049
C  -1.23  -1.76  -3.19  -0.240
C  -1.82  -1.22  -4.45  -0.067
C  -1.20  -0.95  -2.01  -0.607
S  -1.76  0.64  -2.00  0.726
C  0.58  -4.81  -1.80  -0.550
C  -0.46  -5.90  -2.08  -0.047
C  1.17  -5.01  -0.41  -0.054
C  1.71  -4.90  -2.84  -0.047
N  -2.02  -0.93  1.18  0.028
N  -2.39  -2.20  1.44  0.197
C  -3.39  -2.41  2.23  -0.226
C  -4.11  -1.32  2.81  0.040
C  -3.75  -0.05  2.55  -0.245
C  -4.47  1.13  3.13  -0.071
C  -2.62  0.17  1.69  -0.579
S  -2.11  1.72  1.30  0.750
C  -3.75  -3.85  2.53  -0.553
C  -5.20  -4.12  2.08  -0.050
C  -3.63  -4.09  4.04  -0.046
C  -2.81  -4.81  1.80  -0.067
C  1.71  -0.47  0.69  -0.606
S  1.72  0.32  -0.86  0.718
C  1.05  -0.91  4.86  -0.547
C  1.43  -2.30  5.41  -0.060
C  1.91  0.16  5.55  -0.055
C  -0.42  -0.64  5.18  -0.073
H  4.92  -0.90  1.65  0.066
H  4.37  0.41  0.58  0.054
H  4.31  -1.24  0.02  0.069
H  3.44  -1.26  3.48  0.083
H  -0.64  -3.63  -4.01  0.116
H  -1.82  -1.97  -5.24  0.075
H  -1.26  -0.34  -4.78  0.083
H  -2.84  -0.87  -4.27  0.079
H  -1.27  -5.85  -1.34  0.080
H  0.00  -6.89  -2.02  0.081
H  -0.91  -5.79  -3.07  0.075
H  0.39  -4.96  0.35  0.074
H  1.90  -4.24  -0.17  0.088
H  1.65  -5.99  -0.36  0.082
H  1.33  -4.82  -3.86  0.073
H  2.22  -5.86  -2.75  0.081
H  2.44  -4.10  -2.68  0.094
H  -4.95  -1.52  3.47  0.115
H  -5.34  0.81  3.70  0.075
H  -4.77  1.81  2.34  0.081
H  -3.79  1.70  3.78  0.083
H  -5.91  -3.46  2.59  0.074
H  -5.47  -5.15  2.31  0.080
H  -5.30  -3.96  1.01  0.090
H  -4.31  -3.44  4.61  0.076
H  -2.61  -3.89  4.38  0.086
H  -3.88  -5.13  4.28  0.081
H  -2.87  -4.67  0.72  0.075
H  -3.09  -5.84  2.04  0.081
H  -1.78  -4.64  2.10  0.080
H  2.47  -2.54  5.19  0.069
H  0.80  -3.07  4.95  0.081
H  1.28  -2.33  6.49  0.074
H  2.97  -0.03  5.41  0.071
H  1.70  0.18  6.63  0.074
H  1.68  1.14  5.14  0.089
H  -1.07  -1.37  4.70  0.064
H  -0.72  0.34  4.83  0.081
H  -0.57  -0.70  6.27  0.075
O  1.03  2.62  -2.08  -0.255
C  1.18  3.08  -3.23  -0.434
C  2.58  3.46  -3.64  -0.074
C  2.75  4.92  -4.07  -0.187
C  2.29  5.19  -5.50  -0.215
C  0.79  5.01  -5.71  -0.199
C  0.29  3.59  -5.49  -0.195
N  0.18  3.18  -4.09  0.118
H  2.91  2.79  -4.44  0.126
H  3.19  3.25  -2.76  0.116
H  3.81  5.18  -3.98  0.110
H  2.20  5.57  -3.38  0.077
H  2.83  4.52  -6.18  0.104
H  2.56  6.21  -5.78  0.105
H  0.53  5.29  -6.73  0.110
H  0.23  5.67  -5.04  0.065
H  0.91  2.86  -6.03  0.117
H  -0.72  3.52  -5.87  0.078
H  -0.75  3.03  -3.72  0.067
F  5.07  5.72  -0.92  0.010
C  4.01  5.07  -0.37  -0.298
C  2.76  5.66  -0.42  -0.030
C  1.68  4.98  0.14  -0.057
C  1.84  3.72  0.73  -0.316
C  0.68  2.96  1.25  -0.274
C  3.13  3.18  0.77  -0.056
C  4.21  3.84  0.22  -0.027
H  2.61  6.62  -0.89  0.089
H  0.70  5.42  0.06  0.067
H  -0.05  3.58  1.76  0.037
H  0.99  2.14  1.91  0.054
H  3.26  2.20  1.22  0.092
H  5.21  3.41  0.24  0.107
Se  -4.00  6.86  -0.85  -0.280
Sb  -2.24  6.08  -2.29  -0.319
Se  -1.51  3.76  -1.03  0.214
Se  -2.93  5.18  -4.44  -0.230
Se  -0.20  7.39  -2.30  -0.201

***

Tell me which of them is the least stable. Sure, it is entry w.

***

Entry w
The following is a quantum chemistry calculation of an isolated ion of composition C5H10N3 and charge +1, from the Open Molecules 2025 dataset.

Results
- Spin multiplicity: 1
- Structure (SMILES): CC1=[NH+][C@@H](C)N=CN1
- Charge: +1
- E_LUMO: -3.92 eV
- HOMO level: -14.438 eV
- Kohn-Sham gap: 0.3864 hartree

Last column: natural (NBO) charge in e.
CARTESIAN COORDINATES (ANGSTROEM)
C  0.74  1.07  2.00  -0.676
C  0.06  0.19  1.00  0.579
N  -0.31  0.76  -0.11  -0.510
C  -0.75  0.03  -1.30  0.095
C  0.27  0.05  -2.41  -0.660
N  -0.91  -1.42  -0.79  -0.398
C  -0.76  -1.86  0.38  0.270
N  -0.27  -1.00  1.42  -0.577
H  1.10  1.95  1.53  0.243
H  1.55  0.53  2.49  0.258
H  0.08  1.39  2.83  0.274
H  0.00  1.75  -0.30  0.438
H  -1.69  0.44  -1.71  0.237
H  0.33  1.01  -3.11  0.251
H  1.26  0.12  -1.93  0.217
H  0.18  -0.84  -3.09  0.278
H  -0.85  -2.93  0.72  0.228
H  -0.02  -1.24  2.40  0.454

***

Entry x
The following is a quantum chemistry calculation of C5H10N3 as an isolated structure, from the Open Molecules 2025 dataset.

Results
- Spin multiplicity: 1
- Charge: +1
- E_LUMO: -3.67 eV
- HOMO level: -14.194 eV
- Kohn-Sham gap: 0.3868 hartree

Last column: natural (NBO) charge in e.
CARTESIAN COORDINATES (ANGSTROEM)
C  -2.43  -0.26  0.43  -0.431
C  0.69  -1.57  -0.28  0.157
C  0.70  0.95  -0.54  0.158
C  -1.23  -0.10  0.02  0.403
C  -0.07  -0.33  -0.81  -0.456
N  0.49  -2.01  0.88  -0.599
N  2.05  0.98  -0.07  -0.798
N  -0.40  1.55  0.50  -0.666
H  -2.78  0.40  1.20  0.264
H  -2.99  -1.12  0.42  0.274
H  1.34  -1.91  -1.18  0.195
H  0.66  1.55  -1.50  0.234
H  -0.53  -0.66  -1.73  0.283
H  1.05  -2.80  1.16  0.378
H  2.53  1.85  0.13  0.409
H  1.96  0.62  0.90  0.358
H  -0.85  2.33  0.17  0.415
H  -0.02  1.49  1.45  0.422

***

Entry y
The following is a quantum chemistry calculation of an isolated ion of composition C5H10N3 and charge +1, from the Open Molecules 2025 dataset.

Results
- Spin multiplicity: 1
- Charge: +1
- E_LUMO (spin up / spin down): -5.24 / -5.24 eV
- HOMO level (spin up / spin down): -12.103 / -12.099 eV
- Kohn-Sham gap (spin up / spin down): 0.2523 / 0.2521 hartree

Last column: natural (NBO) charge in e.
CARTESIAN COORDINATES (ANGSTROEM)
C  0.43  1.85  0.10  0.119
C  -1.69  0.32  -0.35  0.345
C  0.52  -0.54  -0.03  0.372
C  -3.01  0.47  0.11  -0.793
C  1.32  -1.70  -0.03  -0.656
N  1.04  0.74  -0.07  -0.218
N  -0.84  -0.64  -0.12  -0.536
N  2.51  0.76  -0.07  -0.661
H  0.51  2.73  -0.46  0.200
H  -3.62  0.67  -0.74  0.283
H  -3.58  -0.42  0.68  0.234
H  -3.13  1.41  0.74  0.321
H  0.74  -2.48  0.01  0.230
H  1.86  -1.87  -0.99  0.274
H  2.07  -1.56  0.81  0.245
H  -1.06  -1.77  -0.08  0.434
H  2.92  1.67  -0.29  0.404
H  3.00  0.36  0.78  0.404

***

Entry z
The following is a quantum chemistry calculation of a 2-piece molecular cluster, C5H10N3 overall, from the Open Molecules 2025 dataset.

Results
- Spin multiplicity: 1
- Charge: +1
- E_LUMO (spin up / spin down): -5.45 / -5.45 eV
- HOMO level (spin up / spin down): -13.201 / -13.200 eV
- Kohn-Sham gap (spin up / spin down): 0.2849 / 0.2848 hartree

Last column: natural (NBO) charge in e.
CARTESIAN COORDINATES (ANGSTROEM)
C  0.02  0.06  2.43  -0.070
C  -0.75  0.69  1.47  -0.081
C  1.35  0.00  1.82  -0.354
C  -0.06  -1.27  -2.00  -0.448
C  -1.56  0.58  -1.95  -0.030
N  1.28  0.73  0.64  -0.242
N  0.07  1.11  0.46  0.029
N  -0.66  -0.15  -1.36  -0.405
H  -0.32  -0.21  3.43  0.274
H  -1.76  0.90  1.67  0.259
H  2.15  0.42  2.61  0.313
H  1.85  -1.05  1.67  0.309
H  -0.61  -2.23  -1.80  0.227
H  -0.10  -1.10  -3.09  0.211
H  0.85  -1.41  -1.54  0.192
H  -1.80  1.53  -1.38  0.185
H  -1.91  0.55  -3.03  0.191
H  1.96  0.86  -0.06  0.441

***

Tell me which of them is the least stable. Sure, it is entry y.

***

Entry w
The following is a quantum chemistry calculation of an isolated ion of composition C5H10N3 and charge +1, from the Open Molecules 2025 dataset.

Results
- Spin multiplicity: 1
- Structure (SMILES): C[C@]1(N)C=CNC=[NH+]1
- Charge: +1
- E_LUMO: -4.28 eV
- HOMO level: -13.294 eV
- Kohn-Sham gap: 0.3312 hartree

Last column: natural (NBO) charge in e.
CARTESIAN COORDINATES (ANGSTROEM)
C  0.99  1.16  1.00  -0.688
C  0.15  0.21  0.34  0.246
N  -0.53  -0.77  1.62  -0.809
C  0.88  -0.76  -0.64  -0.171
C  0.26  -1.24  -1.66  -0.056
N  -1.01  -0.72  -2.06  -0.494
C  -1.55  0.26  -1.44  0.390
N  -0.99  0.76  -0.27  -0.549
H  0.67  2.03  1.39  0.241
H  1.80  1.56  0.33  0.244
H  1.63  0.72  1.67  0.269
H  -1.45  -1.11  1.22  0.345
H  -0.77  -0.02  2.30  0.352
H  1.83  -1.35  -0.34  0.281
H  0.62  -2.05  -2.23  0.244
H  -1.44  -1.09  -2.95  0.461
H  -2.44  0.63  -1.87  0.241
H  -1.07  1.71  0.09  0.453

***

Entry x
The following is a quantum chemistry calculation of an isolated ion of composition C5H10N3 and charge +1, from the Open Molecules 2025 dataset.

Results
- Spin multiplicity: 1
- Charge: +1
- E_LUMO: -4.32 eV
- HOMO level: -13.144 eV
- Kohn-Sham gap: 0.3242 hartree

Last column: natural (NBO) charge in e.
CARTESIAN COORDINATES (ANGSTROEM)
C  -0.62  0.83  0.24  0.277
C  2.11  0.25  0.64  -0.594
C  1.62  1.44  -0.12  0.243
C  1.83  -1.07  0.00  0.151
C  -2.61  -0.44  0.35  -0.456
N  0.38  1.49  -0.42  -0.483
N  0.80  -1.19  -0.69  -0.642
N  -1.48  0.14  -0.37  -0.475
H  3.21  0.35  0.84  0.265
H  1.82  0.47  1.73  0.306
H  2.32  2.18  -0.49  0.238
H  2.46  -1.85  0.49  0.197
H  -2.67  -1.55  0.37  0.228
H  -2.40  -0.29  1.45  0.255
H  -3.59  -0.29  -0.16  0.245
H  0.19  2.40  -0.88  0.456
H  0.66  -2.22  -0.89  0.375
H  -1.50  -0.18  -1.36  0.415

***

Tell me which of them is the least stable. Sure, it is entry x.